Record 1
{"formula": "C5H10N2O", "method": "ωB97M-V/def2-TZVPD", "orbital_gap_ev": 9.80, "homo_ev": -8.946, "e_lumo_ev": 0.9, "multiplicity": 1, "energy_ha": -381.25031, "elements": ["C", "C", "C", "C", "N", "C", "N", "O", "H", "H", "H", "H", "H", "H", "H", "H", "H", "H"], "coordinates": [[0.1029, -0.3794, 1.7771], [0.3605, 0.4541, 0.7549], [1.7117, 1.0316, 0.4906], [-0.6710, 0.6503, -0.3059], [-0.1406, 1.0411, -1.5973], [-1.4162, -0.7556, -0.3053], [-0.6371, -1.7933, -0.7561], [-2.6300, -0.8051, -0.2601], [-0.8784, -0.6895, 2.0954], [0.8773, -0.6082, 2.4923], [2.1725, 0.5364, -0.3635], [2.3515, 0.9277, 1.3634], [1.6095, 2.0856, 0.2381], [-1.4143, 1.3864, 0.0129], [0.4119, 0.2954, -2.0080], [-0.9006, 1.2331, -2.2393], [-1.1423, -2.6006, -1.0916], [0.2328, -2.0102, -0.2974]]}



Record 2
{"formula": "C36H76N4O4", "method": "ωB97M-V/def2-TZVPD", "orbital_gap_ev": 8.38, "homo_ev": -7.810, "e_lumo_ev": 0.6, "multiplicity": 1, "energy_ha": -1936.89424, "elements": ["C", "C", "C", "C", "C", "C", "C", "C", "C", "N", "O", "H", "H", "H", "H", "H", "H", "H", "H", "H", "H", "H", "H", "H", "H", "H", "H", "H", "H", "H", "C", "C", "C", "C", "C", "C", "C", "C", "C", "N", "O", "H", "H", "H", "H", "H", "H", "H", "H", "H", "H", "H", "H", "H", "H", "H", "H", "H", "H", "H", "C", "C", "C", "C", "C", "C", "C", "C", "C", "N", "O", "H", "H", "H", "H", "H", "H", "H", "H", "H", "H", "H", "H", "H", "H", "H", "H", "H", "H", "H", "C", "C", "C", "C", "C", "C", "C", "C", "C", "N", "O", "H", "H", "H", "H", "H", "H", "H", "H", "H", "H", "H", "H", "H", "H", "H", "H", "H", "H", "H"], "coordinates": [[1.8288, -2.4523, -1.5781], [1.6953, -0.8755, -1.4664], [2.2672, -0.2494, -2.7323], [0.1639, -0.6560, -1.4173], [-0.4332, 0.7075, -0.8986], [0.2845, 1.0050, 0.4222], [1.8231, 0.7801, 0.4073], [2.4616, 2.0594, -0.2734], [2.2701, 0.7918, 1.8537], [2.3708, -0.5109, -0.1772], [3.7513, -0.6283, -0.2220], [2.2654, -2.9955, -0.7400], [0.9010, -2.9397, -1.8777], [2.4234, -2.8933, -2.3781], [1.6398, -0.4484, -3.6011], [2.5507, 0.8023, -2.6910], [3.3172, -0.5372, -2.7860], [-0.2358, -0.6962, -2.4306], [-0.2880, -1.4013, -0.7627], [-0.1493, 1.5218, -1.5653], [-1.4921, 0.7298, -0.6410], [-0.1227, 0.2999, 1.1468], [0.0115, 1.9969, 0.7824], [1.9951, 2.9085, 0.2262], [2.2686, 2.3071, -1.3172], [3.5293, 2.1312, -0.0662], [2.0050, 1.7158, 2.3674], [3.3366, 0.5871, 1.9478], [1.8460, 0.0726, 2.5544], [3.8830, 0.1134, -0.8171], [-6.6523, -0.1011, 2.3563], [-5.1397, 0.2772, 2.5664], [-4.3788, -0.2447, 1.3247], [-5.1165, 1.9465, 2.6084], [-4.0578, 2.5854, 3.4370], [-3.7941, 1.8520, 4.8229], [-3.5577, 0.3443, 4.6698], [-2.1231, 0.0462, 4.0101], [-3.5511, -0.2823, 6.0659], [-4.6326, -0.2176, 3.8491], [-4.6932, -1.5680, 3.8770], [-7.2132, 0.1970, 3.2421], [-7.1869, 0.4487, 1.5816], [-6.8341, -1.1645, 2.2009], [-3.3091, -0.1463, 1.5097], [-4.7440, -1.1938, 0.9325], [-4.4982, 0.5330, 0.5704], [-5.0956, 2.2726, 1.5686], [-6.0778, 2.2471, 3.0250], [-3.2092, 2.5521, 2.7537], [-4.2696, 3.6324, 3.6538], [-4.4777, 2.1062, 5.6329], [-2.8446, 2.2524, 5.1780], [-1.9464, -1.0105, 3.8093], [-1.3210, 0.3374, 4.6881], [-1.9805, 0.6022, 3.0835], [-3.6388, -1.3643, 6.1648], [-4.3370, 0.0636, 6.7374], [-2.6164, -0.0690, 6.5843], [-5.2823, -1.6528, 4.6303], [1.5118, 2.8990, -5.7518], [2.0010, 4.3494, -5.4369], [2.9086, 4.8193, -6.5288], [0.7614, 5.2603, -5.4821], [0.9359, 6.6610, -4.9591], [1.5179, 6.5626, -3.5693], [2.7908, 5.7334, -3.4382], [3.9852, 6.4955, -3.9937], [2.9173, 5.6005, -1.8971], [2.7140, 4.3690, -4.1351], [3.8549, 3.5526, -3.9170], [0.9737, 2.7966, -6.6942], [2.4053, 2.3075, -5.9514], [0.9766, 2.4565, -4.9117], [3.1680, 5.8567, -6.3176], [3.8619, 4.2913, -6.5503], [2.3970, 4.7823, -7.4905], [0.3719, 5.3580, -6.4954], [0.0237, 4.6815, -4.9262], [1.6206, 7.1580, -5.6464], [-0.0080, 7.1996, -5.0429], [0.7657, 6.2828, -2.8317], [1.6906, 7.6218, -3.3788], [4.8042, 6.0086, -4.5230], [4.5814, 7.0690, -3.2839], [3.7330, 7.2681, -4.7201], [3.1341, 6.5367, -1.3826], [3.7029, 4.9023, -1.6083], [2.0067, 5.0609, -1.6370], [4.5734, 4.0880, -4.2616], [-1.7590, -5.0536, 0.9990], [-0.8211, -6.3773, 1.2623], [-1.7466, -7.5826, 1.7385], [-0.0017, -6.7537, 0.0381], [1.1896, -5.9021, -0.1954], [2.2162, -5.9087, 0.9763], [1.4010, -5.4908, 2.2652], [2.3187, -5.8889, 3.4704], [1.1827, -3.8912, 2.1572], [0.1303, -6.2959, 2.3842], [-0.5123, -6.1613, 3.6296], [-1.9375, -4.5814, 1.9650], [-1.3165, -4.5291, 0.1521], [-2.7606, -5.3453, 0.6830], [-1.5849, -8.5242, 1.2138], [-2.0539, -7.8277, 2.7552], [-2.7171, -7.3815, 1.2850], [0.0280, -7.8431, 0.0586], [-0.6478, -6.6309, -0.8311], [1.6933, -6.3291, -1.0626], [0.9333, -4.8721, -0.4437], [2.8171, -5.0170, 0.7980], [2.7855, -6.8357, 1.0450], [2.5231, -6.9591, 3.4404], [1.8013, -5.7802, 4.4237], [3.2698, -5.3688, 3.5844], [0.7649, -3.5355, 3.0990], [0.6369, -3.5420, 1.2807], [2.1501, -3.3950, 2.0799], [-0.2526, -6.9526, 4.1071]]}



Record 3
{"formula": "CHF3NO5S2Yb", "method": "ωB97M-V/def2-TZVPD", "orbital_gap_ev": [6.43, 5.87], "homo_ev": [-9.371, -9.271], "s_squared": 0.78, "e_lumo_ev": [-2.9, -3.4], "multiplicity": 2, "energy_ha": -2723.97955, "elements": ["O", "Yb", "H", "N", "S", "O", "O", "S", "O", "O", "C", "F", "F", "F"], "coordinates": [[0.0271, 1.7474, 1.3589], [1.8532, 1.7386, -0.7025], [1.0782, 0.0043, 1.8670], [0.2370, -0.6166, 0.9773], [1.1380, -1.4240, -0.2147], [2.2444, -0.3566, -0.4698], [1.9430, -2.6528, 0.0163], [-0.6703, 0.7355, 0.3768], [-0.2398, 2.2032, -0.9339], [-2.0725, 1.0153, 0.8348], [-1.6001, -1.5625, -0.2164], [-2.5415, -1.2762, -1.1302], [-1.1784, -2.7660, -0.6292], [-2.2314, -1.9026, 0.9240]]}



Record 4
{"formula": "C7H12", "method": "ωB97M-V/def2-TZVPD", "orbital_gap_ev": 11.41, "homo_ev": -10.242, "e_lumo_ev": 1.2, "multiplicity": 1, "energy_ha": -273.87841, "elements": ["C", "C", "C", "C", "C", "C", "C", "H", "H", "H", "H", "H", "H", "H", "H", "H", "H", "H", "H"], "coordinates": [[-2.0199, 0.0498, -0.0433], [-0.7181, -0.7247, -0.0134], [0.3706, -0.4607, 1.0362], [0.6047, 1.0360, 0.7838], [0.7295, 1.0771, -0.7282], [0.4680, -0.4049, -1.0159], [1.3616, -1.0824, 0.0207], [-2.6208, -0.3898, 0.7776], [-1.9010, 1.1641, 0.0889], [-2.5092, -0.1106, -1.0011], [-0.9744, -1.7668, -0.1811], [0.3041, -0.7543, 2.0976], [-0.2477, 1.6232, 1.1405], [1.4911, 1.3612, 1.3348], [1.7207, 1.3898, -1.1097], [-0.0348, 1.7088, -1.1667], [0.4064, -0.7555, -2.0287], [2.4034, -0.7716, 0.0097], [1.1657, -2.1888, -0.0017]]}



Record 5
{"formula": "C4H6O2", "method": "ωB97M-V/def2-TZVPD", "orbital_gap_ev": 8.51, "homo_ev": -8.539, "e_lumo_ev": 0.0, "multiplicity": 1, "energy_ha": -306.30997, "elements": ["O", "C", "C", "C", "C", "O", "H", "H", "H", "H", "H", "H"], "coordinates": [[-1.3752, -1.1638, 1.5826], [-0.7376, -0.1241, 1.5815], [0.5841, 0.1363, 1.0247], [0.3474, -0.7043, -0.8344], [0.1631, 0.8226, -0.9563], [0.7826, 1.2617, 0.2451], [-1.0434, 0.7513, 2.2052], [0.9162, -0.9030, 0.2394], [-0.5542, -1.3149, -0.8467], [1.1447, -1.1234, -1.4563], [-0.9043, 1.0858, -0.9759], [0.6769, 1.2758, -1.8090]]}



Record 6
{"formula": "B6F24V", "method": "ωB97M-V/def2-TZVPD", "orbital_gap_ev": [3.78, 9.61], "homo_ev": [5.768, -0.061], "s_squared": 3.75, "e_lumo_ev": [9.5, 9.5], "multiplicity": 4, "energy_ha": -3491.12529, "total_charge": -4, "elements": ["V", "B", "F", "F", "F", "F", "B", "F", "F", "F", "F", "B", "F", "F", "F", "F", "B", "F", "F", "F", "F", "B", "F", "F", "F", "F", "B", "F", "F", "F", "F"], "coordinates": [[0.1439, -0.0616, 0.3206], [-1.6461, -0.3472, -2.6055], [-2.6476, -1.2213, -2.2870], [-0.8229, -1.0037, -3.4079], [-2.0597, 0.8135, -3.2902], [-0.9235, -0.1751, -1.3999], [-1.5794, -2.0971, 0.6364], [-0.3836, -2.1686, -0.0298], [-1.6763, -0.8370, 1.1992], [-2.6259, -2.4445, -0.0084], [-1.4896, -2.9756, 1.7072], [1.7161, 2.1902, -0.3083], [2.8538, 2.3311, -0.9437], [1.8114, 1.2814, 0.7744], [1.3762, 3.4542, 0.0444], [0.8383, 1.5677, -1.1863], [1.0176, -0.5122, 2.8798], [0.0608, 0.3549, 2.5741], [1.1964, -1.1863, 1.7125], [2.1581, 0.2634, 3.0233], [0.6741, -1.2234, 4.0405], [-2.1352, 2.1445, 1.0144], [-0.9443, 1.6378, 0.5117], [-2.4033, 1.4327, 2.2060], [-1.9220, 3.5717, 1.2759], [-3.2203, 1.9162, 0.1345], [2.5621, -1.3303, -1.7449], [3.3756, -0.3171, -2.2675], [3.1456, -2.4104, -1.0889], [1.7348, -0.7799, -0.7984], [1.8145, -1.8676, -2.6883]]}